This record from the Open Molecules 2025 dataset describes a molecular structure, C18H24N2O4Ru. The level of theory is ωB97M-V/def2-TZVPD.

XYZ file:
```
49
Properties=species:S:1:pos:R:3:mulliken_spin:R:1
Ru -0.0546 0.2346 -0.0561 3.634
C -2.6845 0.5025 -1.8832 -0.004
C -2.9629 1.2672 -0.6093 0.002
O -1.7354 1.8325 -0.1011 0.043
C -1.3659 3.1080 -0.6698 -0.009
C 0.0650 3.3568 -0.2608 0.015
O 0.8742 2.2199 -0.6379 0.069
C 1.5025 2.3258 -1.9348 -0.002
C 2.0651 0.9627 -2.2642 -0.002
O 1.0480 -0.0499 -2.1047 0.043
C 0.1549 -0.1943 -3.2313 -0.011
C -1.0119 -1.0286 -2.7595 0.015
O -1.6043 -0.4155 -1.5954 0.065
H -2.3857 1.1674 -2.6977 0.001
H -3.5649 -0.0614 -2.1950 0.003
H -3.3315 0.6010 0.1702 -0.001
H -3.7029 2.0510 -0.7749 0.001
H -2.0284 3.8852 -0.2854 0.001
H -1.4660 3.0676 -1.7579 0.001
H 0.1551 3.4470 0.8214 -0.002
H 0.4602 4.2656 -0.7143 0.002
H 2.3016 3.0675 -1.8910 0.003
H 0.7615 2.6519 -2.6690 0.000
H 2.8591 0.6969 -1.5668 -0.001
H 2.4675 0.9405 -3.2778 0.000
H 0.6812 -0.6817 -4.0543 0.002
H -0.1784 0.7909 -3.5680 -0.001
H -0.6904 -2.0222 -2.4480 -0.002
H -1.7583 -1.1452 -3.5457 0.002
C -0.7943 0.5180 4.4451 0.150
C -0.2684 -0.6270 5.0047 -0.015
C 0.3299 -1.5506 4.1596 0.099
C 0.3922 -1.3071 2.7680 0.139
N -0.1322 -0.1638 2.2347 0.039
C -0.6998 0.7033 3.0419 0.128
C 1.0148 -2.2182 1.8505 0.101
C 1.5684 -3.4547 2.2698 0.096
C 2.1841 -4.2883 1.3510 -0.012
C 2.2399 -3.8705 0.0374 0.165
C 1.6553 -2.6245 -0.3181 0.122
N 1.0605 -1.8334 0.5412 0.050
H -1.2763 1.2789 5.0453 -0.002
H -0.3162 -0.8075 6.0704 0.005
H 0.7503 -2.4501 4.5836 0.001
H -1.1172 1.5961 2.5897 0.022
H 1.5154 -3.7610 3.3038 0.000
H 2.6097 -5.2337 1.6605 0.006
H 2.7151 -4.4663 -0.7313 0.000
H 1.6986 -2.2833 -1.3452 0.037
```

Spin multiplicity ... 6
Molar mass ... 433.470 g/mol
Energy relative to the best compared isomer or geometry (same formula, charge and spin) ... 0.016 eV
Calculated total energy ... -32777.2451 eV
Charge ... +3
E_HOMO (alpha / beta) ... -18.29 / -18.50 eV
Frontier orbital gap (alpha / beta) ... 7.7 / 4.7 eV
E_LUMO (alpha / beta) ... -10.55 / -13.81 eV